No. 1
Entry from OMol25: a single C35H27Cl2N3O4 molecule (ωB97M-V/def2-TZVPD).

```
71
Properties=species:S:1:pos:R:3:forces:R:3:mulliken_charge:R:1
C -1.61718 -4.20753 0.70524 -0.05 -0.04 -0.03 -2.0104
C -1.06547 -3.74084 -0.60703 0.11 0.11 0.03 0.1477
C -0.76676 -4.65296 -1.61273 0.03 0.04 -0.04 -0.7171
C -0.27406 -4.21959 -2.82814 0.01 -0.10 -0.03 -1.0064
C -0.07111 -2.87013 -3.05770 -0.04 0.19 0.11 -0.6604
C -0.35544 -1.94592 -2.06456 -0.16 -0.17 -0.29 -0.3022
C -0.84980 -2.39307 -0.84531 0.02 -0.17 -0.10 1.2217
H -1.08694 -1.68732 -0.05991 -0.08 0.01 0.09 0.4430
C -0.07087 -0.48210 -2.30703 -0.05 -0.38 -0.39 -0.1806
N -1.10288 0.39589 -1.77811 0.22 0.13 0.14 -0.1053
C -2.35411 0.04124 -1.38031 -0.40 0.19 -0.32 -0.1913
O -3.06826 -0.80126 -1.84957 -0.09 -0.14 0.03 -0.5819
N -2.70276 0.92189 -0.32780 -0.18 -0.24 0.12 0.6250
C -1.68792 1.79219 -0.00912 0.34 -0.04 -0.11 -0.7629
O -1.71842 2.65720 0.82179 -0.01 0.18 0.09 -0.6438
C -0.57307 1.50625 -1.01741 0.18 0.22 0.01 1.6868
C -0.37871 2.73676 -1.94782 0.11 0.01 0.21 -1.4890
C 0.70216 3.68206 -1.50199 -0.05 0.14 -0.15 0.2914
C 1.87441 3.79873 -2.24016 -0.13 0.01 0.10 -0.0609
C 2.87949 4.66504 -1.84915 0.10 0.10 0.11 -0.9712
C 2.71236 5.42204 -0.70104 -0.14 -0.17 -0.10 0.4324
C 1.55260 5.31755 0.05123 0.10 0.03 -0.03 -1.0610
C 0.55316 4.45199 -0.35267 0.05 0.03 -0.06 0.1057
H -0.34383 4.36001 0.23910 -0.08 0.00 0.05 0.4678
H 1.43218 5.91077 0.94356 0.02 0.07 0.09 0.4358
Cl 3.96289 6.50673 -0.20482 0.14 0.13 0.06 -0.2179
H 3.78414 4.75389 -2.42955 0.10 0.03 -0.03 0.4185
H 2.00555 3.21342 -3.13908 0.00 -0.07 -0.11 0.3853
H -0.13942 2.35795 -2.94311 -0.04 0.01 0.00 0.5197
H -1.32953 3.27065 -2.01396 -0.02 -0.08 -0.11 0.3236
C 0.75763 0.96205 -0.49633 -0.24 0.21 0.10 0.6571
C 0.64739 0.07290 0.73532 0.16 0.02 -0.35 -0.8293
O 0.00827 0.26485 1.73327 -0.15 0.07 0.27 -0.6201
N 1.43331 -1.03405 0.49975 0.03 -0.17 0.32 0.9019
C 1.86977 -1.14740 -0.80261 0.11 0.40 -0.14 -0.6010
O 2.58940 -2.01285 -1.21636 0.16 -0.15 -0.07 -0.6190
C 1.23376 -0.00616 -1.58022 0.11 0.13 -0.09 0.4238
H 1.94208 0.42029 -2.28920 0.01 -0.06 0.06 0.6322
C 1.70756 -2.04166 1.51226 0.06 -0.04 0.04 -1.3500
C 3.02075 -1.75215 2.19154 -0.03 -0.08 0.01 0.1530
C 3.07536 -0.83678 3.23500 -0.02 -0.04 -0.01 -0.2140
C 4.28498 -0.54136 3.83829 0.01 0.07 0.05 -0.7941
C 5.44663 -1.15562 3.40101 0.07 0.02 0.02 -0.3960
C 5.39729 -2.06171 2.35512 0.08 -0.02 0.00 -0.7013
C 4.18876 -2.35757 1.74898 -0.05 -0.02 0.03 -0.2529
H 4.14811 -3.05441 0.92515 -0.02 -0.07 -0.10 0.3951
H 6.30219 -2.53872 2.00923 0.08 -0.04 -0.03 0.3906
H 6.38996 -0.92659 3.87416 0.08 0.02 0.04 0.3835
H 4.32054 0.16853 4.65119 0.00 0.06 0.07 0.3954
H 2.16798 -0.35668 3.57191 -0.12 0.04 0.05 0.4843
H 1.73245 -3.01109 1.00926 -0.07 0.08 0.06 0.6622
H 0.88359 -2.00530 2.22907 0.05 -0.05 -0.12 0.5703
H 1.46669 1.76302 -0.27518 -0.01 -0.13 0.03 0.7060
C -3.93696 0.84507 0.35940 -0.40 -0.03 0.19 0.5613
C -4.57594 2.01500 0.74946 -0.01 -0.03 -0.02 -0.4849
C -5.77792 1.92586 1.43036 0.14 -0.31 -0.11 0.0589
C -6.35331 0.69803 1.71603 -0.01 0.11 0.00 -0.5307
C -5.70451 -0.45649 1.31482 0.04 0.05 0.00 -0.7746
C -4.49662 -0.39453 0.64370 0.07 0.03 0.00 -0.5269
H -4.00015 -1.29747 0.32868 0.04 -0.05 -0.03 0.4862
H -6.14382 -1.41758 1.53307 -0.04 -0.09 0.02 0.4018
H -7.29266 0.65065 2.24338 -0.08 0.02 0.05 0.4307
Cl -6.57509 3.37620 1.91880 -0.12 0.23 0.08 -0.2283
H -4.13905 2.97698 0.53924 0.01 0.06 -0.01 0.5442
H 0.02918 -0.31799 -3.38683 0.08 -0.08 0.19 0.6442
H 0.31471 -2.53573 -4.00897 0.04 0.05 -0.12 0.4353
H -0.04681 -4.93447 -3.60438 0.02 -0.07 -0.07 0.4068
H -0.92650 -5.70689 -1.43777 -0.02 -0.13 0.01 0.4969
H -1.65750 -3.39433 1.42608 -0.01 0.03 0.09 0.3170
H -1.00726 -5.01136 1.11439 0.00 -0.04 0.09 0.4482
H -2.62663 -4.59402 0.56705 -0.08 -0.04 0.08 0.3944
```
Positions in Å, forces in eV/Å.

Properties
- ΔE to the lowest compared entry with this formula, charge and spin: 4.43 kcal/mol
- Highest occupied orbital energy: -9.11 eV
- M: 624.52 g mol⁻¹
- Orbital gap: 0.35086 hartree

No. 2
Entry from OMol25: 3 unconnected molecules or ions with the total composition C3H9NO2S2 in a non-equilibrium geometry (ωB97M-V/def2-TZVPD).

```
17
Properties=species:S:1:pos:R:3:forces:R:3:mulliken_charge:R:1
S 2.48670 -1.96931 -0.69685 -0.02 0.08 0.47 -0.5472
S -0.98206 -2.07758 -0.79920 -0.44 0.47 0.39 -0.0263
C -0.50913 -1.17075 0.72692 0.79 1.23 0.21 -0.0128
C -1.37683 -0.04100 0.99093 0.00 -2.82 0.16 -0.6021
C -1.37467 1.12912 0.17856 0.09 3.07 -0.94 0.7652
N -2.19145 2.16384 0.64452 0.37 -0.32 -0.07 -0.4995
O -0.66497 1.33861 -0.79451 -0.20 -0.93 0.28 -0.5134
H 3.30600 -2.66059 -1.50491 -0.42 -0.14 -0.19 0.1115
H 0.43133 -0.64779 0.41328 0.05 -0.71 -0.05 -0.0580
H -0.32494 -1.82594 1.56925 -0.11 -0.03 0.00 0.3855
H -1.99938 -0.04472 1.87672 -0.12 0.05 0.04 0.2822
H 0.35868 -2.18306 -1.15104 0.39 0.13 -0.15 0.1362
H -1.98669 3.02692 0.15791 -0.09 -0.02 -0.03 0.2846
H -2.30862 2.30083 1.63859 -0.18 -0.28 -0.04 0.2492
H 1.61113 1.00772 -1.02242 -0.13 0.10 -0.20 0.3617
H 2.99227 0.40031 -1.07565 -0.18 0.18 -0.10 0.2777
O 2.53263 1.25338 -1.15210 0.20 -0.07 0.20 -0.5945
```
Positions in Å, forces in eV/Å.

Properties
- ΔE to the lowest compared entry with this formula, charge and spin: 118.28 kcal/mol
- Highest occupied orbital energy: -8.02 eV
- M: 155.24 g mol⁻¹
- Orbital gap: 0.13869 hartree

No. 3
Entry from OMol25: 2 unconnected molecules or ions with the total composition C10H16N2O2S in a non-equilibrium geometry (ωB97M-V/def2-TZVPD).

```
31
Properties=species:S:1:pos:R:3:forces:R:3:mulliken_charge:R:1
C -4.18443 -0.06713 -0.37340 0.01 0.53 1.12 -0.3232
C -3.39533 -0.76444 -1.29332 -1.84 0.65 -0.54 -0.8527
C -3.65268 0.41616 0.80800 -1.00 0.79 1.20 -0.2092
C -2.05780 -0.91122 -1.06506 -0.31 0.39 1.31 -0.2969
C -2.29553 0.20501 1.11571 -2.36 0.78 0.14 -0.3964
C -1.66795 -0.41256 0.14255 3.53 -1.24 -0.57 0.0520
C 0.68978 1.79126 0.24763 -0.97 1.46 -0.53 -1.4563
C 2.80471 0.57454 0.20722 0.29 -0.37 1.29 -1.6356
C 1.20251 0.28756 -1.67378 0.39 -2.11 -1.22 -1.4236
C 1.31799 0.48366 -0.21526 1.58 1.33 2.54 1.5911
N 0.33403 -2.98655 1.55623 1.20 0.15 1.25 -0.4590
N 0.81436 -0.54890 0.71526 -2.38 -0.88 -0.80 -0.3727
O 2.51493 -2.37835 0.46111 -0.05 0.02 0.66 -0.6356
O 0.48345 -2.61080 -0.88122 0.05 0.55 0.84 -0.6417
S 1.10031 -2.16728 0.36196 -0.91 -0.41 -1.64 1.1300
H -5.22937 0.19535 -0.41994 -0.23 -0.52 -1.00 0.3732
H -3.89246 -1.08776 -2.20003 0.32 -0.24 -0.11 0.3652
H -4.35240 0.99344 1.52419 1.40 -1.04 -1.14 0.2610
H -1.37725 -1.40578 -1.67360 0.97 -0.83 -1.15 0.6764
H -1.90656 0.57403 2.00773 0.93 0.38 1.26 0.5172
H -0.37050 1.59372 -0.04579 0.53 1.36 -0.01 0.2726
H 0.65197 1.86778 1.33828 0.33 -0.12 -0.07 0.3847
H 1.18957 2.82757 -0.14419 -1.36 -2.81 0.47 0.3383
H 3.15742 1.62113 0.21153 0.13 -0.59 -0.95 0.3996
H 3.26358 -0.18374 -0.42782 1.02 0.56 0.27 0.4462
H 2.95602 0.30238 1.29751 -0.36 -0.10 -1.28 0.3328
H 1.90542 0.90371 -2.22832 0.43 -0.07 0.18 0.4109
H 1.40440 -0.82858 -1.85199 -0.27 1.80 -0.43 0.3399
H 0.25272 0.57902 -2.09369 -0.66 -0.25 0.13 0.3167
H -0.51041 -3.50614 1.45540 -0.56 0.21 -0.97 0.2404
H 0.94630 -3.48820 2.19532 0.17 0.57 -0.25 0.2547
```
Positions in Å, forces in eV/Å.

Properties
- ΔE to the lowest compared entry with this formula, charge and spin: 136.07 kcal/mol
- Highest occupied orbital energy (alpha / beta): -8.73 / -9.40 eV
- M: 228.32 g mol⁻¹
- Orbital gap (alpha / beta): 0.28388 / 0.33705 hartree

No. 4
Entry from OMol25: a molecular structure, C4H6ClIO8P2S (ωB97M-V/def2-TZVPD).

```
23
Properties=species:S:1:pos:R:3:forces:R:3:mulliken_charge:R:1
O 3.83295 1.60521 0.11018 -0.03 -0.13 0.01 -0.4570
C 3.36526 0.61434 0.60005 0.03 0.15 -0.05 -0.0831
C 2.54153 -0.39012 -0.20521 0.13 0.17 -0.08 -0.9904
C 1.07178 0.05065 -0.30908 -0.06 -0.40 0.14 0.8176
Cl 0.84429 0.99497 -1.77224 -0.08 0.24 -0.06 -0.1182
O 0.74793 0.91783 0.78927 0.17 0.05 0.09 -0.4369
S 0.24835 0.02142 2.00400 0.09 -0.02 0.01 1.3197
O -0.55097 0.80145 2.85888 -0.10 0.02 0.05 -0.5878
O 1.33501 -0.75979 2.48695 -0.03 0.07 0.04 -0.5617
O -0.66636 -0.89503 1.08415 -0.10 -0.34 -0.03 -0.1741
C -0.06745 -1.09498 -0.19493 -0.15 0.38 -0.04 -0.2276
I 0.67235 -3.10837 -0.35679 0.07 -0.11 0.05 0.1342
P -1.35827 -1.06039 -1.55868 0.32 -0.17 -0.51 -0.0366
P -2.70708 0.62577 -1.14779 0.00 0.13 -0.04 0.9270
O -2.83994 1.49311 -2.32451 -0.05 0.00 0.01 -0.6441
O -4.10348 -0.03181 -0.71151 0.14 -0.01 -0.04 -0.5007
O -2.14623 1.32720 0.16209 -0.15 -0.06 -0.01 -0.3942
H 3.52411 0.36692 1.66363 -0.04 0.02 -0.02 0.3917
H 2.61845 -1.36867 0.25792 0.02 0.04 0.08 0.2819
H 2.97709 -0.41514 -1.20165 -0.09 -0.18 -0.04 0.5707
H -2.14521 -2.10975 -1.05327 -0.10 0.16 0.35 0.0882
H -4.75928 0.16449 -1.39445 -0.09 -0.01 0.03 0.3453
H -2.43484 2.25069 0.21299 0.10 0.02 0.06 0.3359
```
Positions in Å, forces in eV/Å.

Properties
- Highest occupied orbital energy: -10.11 eV
- M: 438.46 g mol⁻¹
- Orbital gap: 0.35142 hartree